(1)
Molecular formula: C52H49N6O2
Method: DFT, the ωB97M-V functional and the def2-TZVPD basis

XYZ file:
```
109
Properties=species:S:1:pos:R:3:forces:R:3:lowdin_charge:R:1
C 3.511 4.489 3.439 -0.269 0.405 0.173 0.001
N 3.217 3.103 3.150 0.265 -0.445 -0.128 -0.037
C 4.205 2.241 2.775 1.333 0.692 -0.257 -0.368
O 5.393 2.535 2.654 -1.860 -0.652 0.130 0.105
C 3.558 0.882 2.521 0.883 -0.074 -0.360 -0.146
C 4.210 -0.219 3.389 -0.547 -0.093 0.084 -0.074
C 5.635 -0.444 3.028 0.835 -0.407 -0.618 -0.190
C 6.146 -0.860 1.807 -0.386 0.500 1.142 -0.041
N 7.520 -0.845 1.864 0.433 -0.264 -0.487 0.080
C 7.935 -0.445 3.125 -0.825 0.090 0.130 -0.199
C 9.212 -0.238 3.628 0.354 0.033 0.350 -0.018
C 9.329 0.223 4.945 -0.223 -0.164 -0.525 -0.083
C 8.182 0.475 5.722 -0.532 -0.106 -0.117 -0.086
C 6.896 0.268 5.206 0.462 0.054 0.247 -0.030
C 6.762 -0.198 3.902 0.463 -0.043 -1.074 -0.136
N 2.144 1.139 2.802 -1.668 -1.994 -0.359 0.056
C 1.205 0.191 2.592 1.708 1.012 -0.052 0.039
C -0.163 0.365 2.813 -1.722 -0.019 -0.039 -0.056
C -1.207 -0.508 2.501 1.595 0.294 1.302 0.066
C -2.525 -0.339 3.069 -1.231 0.485 0.428 -0.218
C -3.437 -1.430 3.182 0.526 0.394 -0.246 -0.028
C -4.725 -1.246 3.677 0.097 0.160 0.227 -0.050
C -5.145 0.022 4.109 0.377 -0.131 -0.112 -0.040
C -4.246 1.097 4.075 0.261 -0.063 0.001 -0.057
C -2.958 0.925 3.570 -0.043 -0.498 -0.090 -0.011
C 1.881 2.523 3.247 0.000 0.882 0.363 -0.457
C 1.405 2.576 4.709 0.153 -0.181 0.086 0.021
C 0.931 3.264 2.299 0.079 -0.084 -0.266 0.014
H 4.577 4.655 3.261 -0.235 -0.135 0.028 0.103
H 2.930 5.154 2.788 0.170 -0.118 0.106 0.096
H 3.277 4.735 4.483 0.107 -0.058 -0.208 0.099
H 3.685 0.629 1.450 -0.090 0.111 0.495 0.175
H 4.151 0.078 4.450 -0.119 -0.143 -0.328 0.127
H 3.621 -1.142 3.257 0.093 0.212 0.179 0.119
H 5.594 -1.128 0.911 0.352 0.015 0.123 0.126
H 8.140 -1.108 1.090 -0.566 0.252 0.761 0.169
H 10.078 -0.441 2.992 -0.164 0.142 0.366 0.113
H 10.314 0.398 5.378 -0.279 -0.074 -0.172 0.104
H 8.302 0.833 6.744 -0.046 -0.087 -0.280 0.101
H 5.990 0.457 5.783 0.354 0.067 0.128 0.103
H 1.590 -0.787 2.277 -0.080 0.466 -0.107 0.157
H -0.444 1.287 3.320 0.072 -0.537 -0.113 0.062
H -1.000 -1.429 1.952 -0.081 0.225 0.234 0.099
H -3.096 -2.424 2.880 -0.206 0.275 -0.042 0.123
H -5.402 -2.098 3.763 0.243 0.281 -0.097 0.118
H -6.156 0.170 4.497 0.371 -0.093 -0.154 0.118
H -4.533 2.074 4.472 0.022 -0.357 -0.221 0.116
H -2.273 1.775 3.572 -0.374 -0.208 -0.114 0.107
H 2.197 2.183 5.362 -0.238 0.114 -0.144 0.105
H 1.196 3.616 4.992 0.055 -0.320 -0.090 0.098
H 0.503 1.979 4.869 0.129 0.192 0.040 0.078
H 1.393 3.308 1.304 -0.171 0.076 0.210 0.110
H -0.031 2.757 2.206 0.136 0.262 -0.024 0.070
H 0.758 4.281 2.670 0.067 -0.267 -0.122 0.097
C -3.807 -0.372 -0.018 0.565 -0.365 -1.063 -0.026
O -2.699 -0.192 -0.932 0.007 1.654 2.087 -0.136
C -2.347 -1.221 -1.730 -0.055 -0.792 -3.030 -0.235
C -2.425 -2.586 -1.209 -0.059 -0.186 0.201 -0.213
C -3.303 -3.538 -1.765 0.486 0.139 0.521 -0.024
C -3.279 -4.846 -1.282 -0.005 0.145 -0.074 -0.064
C -2.423 -5.188 -0.232 0.000 -0.081 -0.052 -0.084
C -1.597 -4.225 0.355 -0.014 0.045 0.164 -0.089
C -1.601 -2.923 -0.123 -0.498 -0.248 -0.535 -0.064
C -2.100 -0.956 -3.079 -1.316 -0.269 2.819 -0.100
N -1.950 -1.857 -4.097 0.389 -0.401 -0.992 -0.015
C -1.614 -3.229 -4.136 0.434 -0.473 -0.293 -0.222
C -2.250 -4.034 -5.092 0.016 -0.220 0.327 -0.020
C -1.996 -5.409 -5.112 0.209 0.209 0.156 -0.076
C -1.055 -5.964 -4.233 -0.063 0.064 0.001 -0.091
C -0.327 -5.130 -3.375 -0.239 -0.033 -0.136 -0.081
C -0.597 -3.763 -3.332 -0.233 0.025 -0.125 -0.027
N -2.056 -1.245 -5.328 0.242 1.971 -0.055 0.187
C -2.165 0.040 -5.082 0.003 -1.546 0.112 -0.205
C -2.134 1.075 -6.116 0.082 0.504 -1.021 -0.142
C -1.615 2.368 -5.875 -0.328 -0.581 -0.022 -0.022
C -1.569 3.310 -6.901 -0.109 -0.231 -0.175 -0.075
C -2.013 2.977 -8.186 0.002 -0.212 0.246 -0.078
C -2.493 1.684 -8.446 0.134 0.172 0.220 -0.074
C -2.545 0.732 -7.427 0.050 0.363 0.464 -0.022
N -2.202 0.285 -3.708 0.335 -0.105 -0.605 0.099
C -2.693 1.485 -3.115 -0.138 0.012 0.216 -0.251
C -1.840 2.254 -2.338 0.012 0.556 0.120 -0.036
C -2.298 3.461 -1.800 0.006 -0.375 -0.103 -0.075
C -3.630 3.846 -1.988 -0.064 -0.087 0.023 -0.085
C -4.495 3.031 -2.726 0.210 -0.073 -0.124 -0.063
C -4.015 1.857 -3.320 -0.165 0.270 0.188 0.003
H -4.018 0.614 0.392 -0.016 -0.036 -0.033 0.096
H -4.667 -0.764 -0.578 0.011 0.104 0.223 0.107
H -3.540 -1.070 0.786 -0.194 0.146 -0.359 0.054
H -3.963 -3.226 -2.580 0.236 -0.235 0.297 0.131
H -3.925 -5.594 -1.747 0.223 0.155 0.244 0.113
H -2.387 -6.219 0.121 -0.041 0.271 -0.055 0.105
H -0.933 -4.474 1.182 -0.150 -0.188 -0.152 0.101
H -0.952 -2.139 0.273 -0.045 -0.388 -0.239 0.094
H -2.938 -3.575 -5.805 0.141 -0.188 0.338 0.111
H -2.533 -6.047 -5.819 0.225 0.239 0.251 0.107
H -0.883 -7.046 -4.225 -0.018 0.493 -0.058 0.105
H 0.450 -5.555 -2.735 -0.269 0.181 -0.194 0.107
H -0.036 -3.095 -2.679 -0.164 -0.206 -0.072 0.119
H -1.255 2.618 -4.878 -0.104 0.028 -0.354 0.102
H -1.183 4.306 -6.688 -0.083 -0.249 -0.117 0.106
H -1.978 3.723 -8.983 -0.032 -0.275 0.249 0.106
H -2.829 1.423 -9.451 0.113 0.052 0.311 0.107
H -2.907 -0.280 -7.615 0.096 0.352 0.032 0.113
H -0.816 1.912 -2.178 -0.285 0.131 -0.068 0.127
H -1.606 4.091 -1.237 -0.281 -0.159 -0.126 0.100
H -3.996 4.779 -1.550 0.131 -0.353 -0.191 0.105
H -5.544 3.307 -2.853 0.377 -0.028 0.012 0.109
H -4.665 1.221 -3.926 0.196 0.225 0.210 0.131
```
Positions in Å, forces in eV/Å.

## Properties
Total charge: +1
Highest occupied orbital energy (eV): -8.02
Kohn-Sham gap (eV): 3.265

---

(2)
Molecular formula: C52H50AsBiCl3N7O5PSi2
Method: DFT, the ωB97M-V functional and the def2-TZVPD basis

XYZ file:
```
122
Properties=species:S:1:pos:R:3:forces:R:3:lowdin_charge:R:1
Bi -0.839 2.194 1.338 0.257 -0.062 0.086 1.857
C -3.419 4.526 4.071 -0.055 0.033 0.034 -0.132
C -2.638 5.682 4.373 0.008 -0.027 -0.011 -0.107
C -1.556 5.975 3.620 0.014 -0.010 0.066 -0.049
C -1.173 5.162 2.483 -0.013 0.036 -0.043 -0.415
N -1.892 3.974 2.300 0.091 0.049 -0.002 -0.132
C -2.984 3.724 3.072 0.001 -0.025 -0.009 -0.258
N -0.202 5.587 1.732 0.040 0.065 0.066 0.118
C 0.166 4.999 0.556 0.021 -0.033 -0.077 -0.323
N -0.295 3.789 0.084 -0.198 0.131 -0.045 -0.107
C -0.004 3.625 -1.251 0.083 -0.010 0.035 -0.306
N -0.569 2.702 -2.081 0.100 -0.128 -0.120 0.114
C -1.592 1.961 -1.765 0.004 0.073 -0.037 -0.401
C -2.226 1.206 -2.822 -0.021 -0.076 -0.006 -0.035
C -3.385 0.544 -2.620 0.063 -0.018 0.030 -0.105
C -3.974 0.523 -1.320 -0.054 -0.028 0.013 -0.109
C -3.307 1.152 -0.323 0.015 -0.053 0.024 -0.213
N -2.153 1.849 -0.493 0.109 0.054 -0.041 -0.131
C 0.773 4.729 -1.630 0.030 -0.002 0.075 -0.121
C 1.340 5.115 -2.866 -0.014 0.016 -0.030 -0.039
C 2.003 6.304 -2.941 -0.017 -0.009 -0.036 -0.114
C 2.113 7.162 -1.806 -0.002 0.024 0.020 -0.113
C 1.559 6.827 -0.606 -0.012 0.011 -0.008 -0.039
C 0.880 5.591 -0.493 0.013 -0.061 0.008 -0.122
H -4.303 4.273 4.637 -0.022 -0.027 0.007 0.089
H -2.914 6.320 5.203 -0.004 0.021 0.001 0.097
H -0.952 6.855 3.797 0.016 0.025 0.011 0.103
H -3.508 2.798 2.844 -0.025 -0.029 0.010 0.090
H -1.739 1.232 -3.787 -0.007 0.028 -0.022 0.108
H -3.858 0.017 -3.437 -0.020 -0.048 -0.063 0.086
H -4.904 0.011 -1.124 -0.020 -0.020 0.024 0.087
H -3.688 1.129 0.695 -0.028 -0.026 0.031 0.087
H 1.248 4.465 -3.727 -0.007 -0.019 -0.022 0.101
H 2.454 6.614 -3.875 0.015 -0.007 -0.015 0.086
H 2.647 8.098 -1.909 0.028 0.021 0.006 0.086
H 1.640 7.476 0.255 -0.010 0.036 0.025 0.102
O 5.553 2.985 1.445 0.017 0.047 0.041 0.114
C 5.047 3.819 2.338 0.009 -0.025 -0.064 -0.509
O 5.732 4.617 2.936 0.021 0.031 0.013 0.078
C 3.584 3.740 2.595 -0.056 0.009 0.071 -0.042
C 2.932 4.576 3.480 0.023 -0.080 -0.063 0.012
N 1.649 4.197 3.504 0.060 0.036 0.011 0.022
N 1.403 3.176 2.682 -0.118 0.105 0.035 0.030
C 2.568 2.883 2.121 0.025 0.029 0.043 -0.141
C 2.605 1.742 1.155 -0.095 -0.059 0.079 -0.559
O 3.667 1.458 0.590 0.069 -0.069 -0.029 0.053
O 1.510 1.112 1.026 -0.200 0.062 -0.056 -0.265
H 4.845 2.384 1.054 0.010 0.018 0.021 0.055
H 3.315 5.391 4.066 0.009 0.038 0.044 0.137
H 0.877 4.658 3.964 0.057 -0.061 -0.058 0.118
Cl 1.917 0.816 6.131 0.058 -0.097 -0.014 0.278
Si -0.123 0.722 5.973 -0.010 0.219 0.102 -0.631
Cl -0.757 2.521 5.177 -0.020 -0.056 -0.006 0.324
Cl -0.700 0.790 7.980 -0.053 -0.019 0.025 0.217
O 1.060 -0.358 3.460 -0.129 0.133 -0.135 -0.158
H 1.826 -0.941 3.493 0.060 -0.058 -0.003 0.038
H 1.174 0.136 2.624 0.081 -0.029 0.011 0.003
C -0.720 -2.638 5.524 0.081 0.067 -0.048 -0.197
Si -1.467 -0.977 5.091 -0.223 -0.239 -0.077 0.389
C -3.086 -0.714 6.028 0.127 0.066 0.091 -0.239
C -1.951 -0.872 3.283 0.121 0.126 0.015 -0.217
H -1.486 -3.415 5.495 -0.034 -0.025 -0.018 0.034
H -0.281 -2.631 6.522 -0.030 0.003 0.058 0.030
H 0.064 -2.902 4.813 0.047 0.001 -0.049 0.008
H -3.091 -1.201 7.003 0.040 -0.011 0.047 0.023
H -3.923 -1.101 5.444 -0.002 -0.066 -0.045 0.028
H -3.265 0.349 6.198 -0.048 0.041 -0.021 0.016
H -2.587 -1.731 3.054 -0.049 -0.027 0.019 0.042
H -1.096 -0.884 2.611 0.033 -0.039 -0.011 -0.014
H -2.541 0.029 3.101 -0.039 0.018 0.017 0.003
C -0.961 -2.096 -1.353 0.020 -0.046 0.122 -0.422
C -0.486 -3.462 -1.827 0.019 0.034 -0.032 -0.448
As -1.968 -4.480 -2.633 0.083 0.030 -0.019 1.292
C -1.953 -3.508 -4.331 -0.036 -0.019 0.024 -0.419
C -3.074 -2.767 -4.684 -0.031 -0.030 0.073 -0.141
C -3.076 -1.988 -5.834 -0.014 0.021 -0.012 -0.100
C -1.954 -1.953 -6.645 -0.007 0.009 -0.010 -0.092
C -0.832 -2.698 -6.306 0.016 -0.002 -0.016 -0.081
C -0.831 -3.469 -5.156 0.038 0.002 0.041 -0.108
C -0.953 -6.051 -3.213 -0.065 -0.045 -0.011 -0.423
C 0.119 -6.554 -2.483 -0.003 0.061 0.013 -0.112
C 0.751 -7.729 -2.868 0.024 -0.029 -0.008 -0.093
C 0.314 -8.422 -3.986 -0.004 -0.016 -0.002 -0.103
C -0.757 -7.931 -4.721 0.004 -0.021 -0.017 -0.095
C -1.385 -6.758 -4.334 -0.025 0.053 0.003 -0.131
P 0.281 -0.950 -0.551 -0.151 -0.308 -0.432 1.091
C 1.497 -0.944 -1.939 -0.013 0.023 0.149 -0.346
C 1.462 0.125 -2.828 -0.012 0.079 0.045 -0.076
C 2.249 0.120 -3.972 -0.002 -0.007 -0.062 -0.076
C 3.091 -0.947 -4.239 0.002 0.010 0.028 -0.097
C 3.152 -2.008 -3.345 0.024 -0.021 -0.021 -0.089
C 2.361 -2.007 -2.208 0.052 -0.030 0.028 -0.115
C 1.106 -2.087 0.629 -0.012 0.116 0.035 -0.382
C 2.454 -1.906 0.944 -0.016 0.062 0.006 -0.112
C 3.068 -2.698 1.902 0.021 -0.026 0.017 -0.085
C 2.347 -3.682 2.568 -0.016 0.008 0.037 -0.100
C 1.003 -3.860 2.272 -0.017 0.010 0.028 -0.102
C 0.388 -3.060 1.320 0.010 -0.019 -0.006 -0.120
H -1.810 -2.190 -0.665 0.014 0.018 -0.021 0.061
H -1.331 -1.513 -2.202 -0.061 0.041 0.026 0.056
H -0.068 -4.043 -1.003 -0.048 0.007 -0.021 0.039
H 0.287 -3.353 -2.590 -0.028 -0.065 0.066 0.053
H -3.950 -2.796 -4.046 -0.017 0.029 -0.012 0.087
H -3.950 -1.406 -6.092 -0.031 0.011 -0.005 0.099
H -1.949 -1.342 -7.538 0.000 0.017 -0.027 0.099
H 0.048 -2.670 -6.935 0.026 0.012 -0.008 0.102
H 0.053 -4.040 -4.894 0.010 -0.005 -0.008 0.105
H 0.477 -6.027 -1.608 0.014 -0.006 0.020 0.088
H 1.587 -8.105 -2.291 0.012 0.007 0.013 0.100
H 0.803 -9.340 -4.284 0.017 -0.010 -0.009 0.096
H -1.104 -8.465 -5.596 -0.001 0.003 -0.011 0.099
H -2.216 -6.378 -4.917 -0.003 -0.017 -0.010 0.099
H 0.828 0.981 -2.628 -0.056 0.034 0.013 0.071
H 2.202 0.961 -4.651 0.014 0.028 -0.001 0.102
H 3.711 -0.948 -5.126 0.007 0.005 -0.018 0.096
H 3.819 -2.841 -3.532 0.011 -0.010 -0.011 0.098
H 2.426 -2.844 -1.523 -0.017 0.023 -0.014 0.102
H 3.019 -1.126 0.448 0.025 0.011 -0.014 0.102
H 4.116 -2.547 2.128 0.032 0.022 0.009 0.107
H 2.826 -4.300 3.316 0.020 -0.023 -0.002 0.099
H 0.430 -4.622 2.785 -0.019 -0.013 0.027 0.101
H -0.667 -3.201 1.117 -0.034 -0.010 -0.010 0.100
```
Positions in Å, forces in eV/Å.

## Properties
Total charge: -1
Highest occupied orbital energy (eV): -3.10
Relative energy (zero: lowest compared OMol25 entry of this formula, charge and spin) (kcal per mole): 15.2
Kohn-Sham gap (eV): 5.157

---

no.,electronic energy (eV)
1,-67747.343
2,-204703.067